# 1
Computed, not measured: a cluster of 20 separate species, C68H74F7N13 in total at a distorted geometry, with ωB97M-V/def2-TZVPD.

## Properties
Electronic energy   -4046.27715 Ha
E_LUMO   0.0046 Ha
Total charge   0
Gap between HOMO and LUMO   9.40 eV
HOMO   -9.269 eV

```
162
Properties=species:S:1:pos:R:3:lowdin_charge:R:1
F -1.69 -3.40 7.49 0.061
C -2.38 -3.24 6.35 -0.273
C -3.33 -4.21 6.03 -0.005
C -3.98 -4.01 4.82 -0.088
C -3.82 -2.89 4.00 -0.076
C -2.82 -1.96 4.39 -0.101
C -2.10 -2.13 5.55 -0.025
H -3.53 -5.11 6.60 0.117
H -4.77 -4.73 4.64 0.101
H -4.32 -2.76 3.05 0.072
H -2.57 -1.09 3.81 0.077
H -1.38 -1.35 5.78 0.105
F 3.75 -4.09 6.42 0.064
C 3.65 -4.75 5.25 -0.242
C 3.62 -6.11 5.25 -0.052
C 3.56 -6.88 4.13 -0.082
C 3.35 -6.24 2.89 -0.078
C 3.41 -4.85 2.81 -0.098
C 3.54 -4.11 3.96 -0.006
H 3.83 -6.63 6.18 0.120
H 3.57 -7.96 4.08 0.106
H 3.19 -6.88 2.04 0.085
H 3.13 -4.37 1.88 0.076
H 3.53 -3.03 4.02 0.103
F 6.83 1.30 2.35 0.046
C 5.79 0.46 2.10 -0.263
C 6.15 -0.90 2.01 -0.002
C 5.17 -1.87 1.72 -0.077
C 3.82 -1.48 1.53 -0.083
C 3.52 -0.10 1.62 -0.085
C 4.49 0.87 1.83 -0.034
H 7.17 -1.19 2.17 0.111
H 5.44 -2.91 1.63 0.092
H 3.16 -2.27 1.23 0.072
H 2.49 0.18 1.46 0.081
H 4.28 1.93 1.84 0.075
F 1.02 4.85 1.17 0.022
C 0.14 5.88 1.28 -0.282
C -1.13 5.65 1.72 -0.038
C -2.00 6.69 2.02 -0.069
C -1.61 8.02 1.71 -0.072
C -0.36 8.27 1.13 -0.067
C 0.51 7.19 0.93 -0.025
H -1.55 4.71 2.06 0.105
H -2.98 6.53 2.44 0.079
H -2.28 8.82 1.98 0.101
H -0.06 9.27 0.87 0.106
H 1.54 7.38 0.69 0.106
F 4.44 -3.90 -0.41 0.050
C 4.32 -3.27 -1.59 -0.239
C 3.06 -2.79 -2.02 -0.020
C 2.90 -2.16 -3.23 -0.089
C 4.00 -1.87 -4.02 -0.090
C 5.25 -2.38 -3.64 -0.108
C 5.41 -2.99 -2.45 -0.037
H 2.18 -3.01 -1.43 0.071
H 1.89 -1.84 -3.47 0.086
H 3.95 -1.24 -4.90 0.092
H 6.12 -2.19 -4.25 0.110
H 6.37 -3.35 -2.11 0.116
F -2.62 -1.23 -7.09 0.036
C -1.35 -0.85 -6.74 -0.272
C -1.14 0.46 -6.29 -0.017
C 0.14 0.81 -5.82 -0.051
C 1.22 -0.08 -6.05 -0.081
C 0.96 -1.38 -6.54 -0.099
C -0.32 -1.77 -6.93 -0.033
H -1.96 1.17 -6.26 0.106
H 0.29 1.81 -5.43 0.088
H 2.23 0.17 -5.77 0.085
H 1.80 -2.05 -6.66 0.099
H -0.55 -2.78 -7.22 0.115
F -7.70 -1.49 -1.59 0.069
C -6.68 -1.22 -0.75 -0.313
C -6.94 -1.07 0.54 -0.038
C -5.93 -0.90 1.47 -0.069
C -4.60 -0.68 1.04 -0.099
C -4.36 -0.82 -0.31 -0.090
C -5.41 -1.11 -1.24 0.000
H -7.96 -1.18 0.88 0.128
H -6.22 -0.82 2.50 0.104
H -3.83 -0.48 1.77 0.078
H -3.40 -0.54 -0.72 0.084
H -5.21 -1.27 -2.29 0.109
C -3.34 -3.74 0.23 -0.085
C -2.91 -4.93 0.80 -0.317
N -2.56 -5.93 1.25 0.144
H -4.42 -3.62 0.09 0.094
H -2.88 -3.68 -0.76 0.091
H -2.96 -2.88 0.79 0.065
C -0.76 5.03 -5.27 -0.116
C -1.92 5.69 -5.91 -0.289
N -2.86 6.14 -6.38 0.121
H -1.02 3.97 -5.25 0.057
H -0.49 5.34 -4.27 0.043
H 0.10 5.22 -5.91 0.057
C -4.06 2.49 4.22 -0.064
C -4.55 3.78 3.73 -0.261
N -4.85 4.83 3.35 0.130
H -4.51 2.32 5.20 0.086
H -2.98 2.43 4.31 0.066
H -4.29 1.73 3.47 0.066
C -3.94 4.76 -0.55 -0.052
C -3.21 4.53 -1.77 -0.259
N -2.61 4.39 -2.74 0.182
H -3.48 4.09 0.18 0.070
H -5.01 4.54 -0.65 0.094
H -3.74 5.77 -0.17 0.078
C 1.03 2.41 3.12 -0.047
C -0.17 1.69 2.63 -0.255
N -1.16 1.16 2.26 0.151
H 0.97 3.50 3.04 0.059
H 1.92 2.05 2.61 0.055
H 1.06 2.22 4.19 0.087
C 1.74 4.74 -2.13 -0.094
C 2.04 4.71 -3.56 -0.272
N 2.29 4.70 -4.71 0.135
H 1.80 5.76 -1.75 0.072
H 2.50 4.20 -1.56 0.043
H 0.71 4.41 -1.96 0.071
C -0.51 1.27 -0.86 -0.091
C -0.18 -0.13 -0.56 -0.301
N 0.07 -1.21 -0.36 0.170
H -0.06 2.02 -0.22 0.058
H -1.58 1.26 -0.64 0.057
H -0.28 1.46 -1.91 0.062
C 1.12 -7.62 -0.20 -0.064
C 0.93 -6.18 -0.36 -0.260
N 0.78 -5.07 -0.43 0.168
H 0.73 -7.92 0.77 0.086
H 2.14 -7.97 -0.36 0.082
H 0.51 -8.22 -0.88 0.082
C 3.75 6.30 2.76 -0.055
C 3.86 5.17 1.86 -0.275
N 3.98 4.36 1.02 0.151
H 2.71 6.58 2.88 0.073
H 4.27 7.07 2.19 0.094
H 4.25 6.08 3.70 0.091
C 4.80 0.82 -1.81 -0.034
C 3.45 1.35 -1.95 -0.239
N 2.38 1.70 -2.09 0.181
H 4.66 0.03 -1.07 0.067
H 5.44 1.62 -1.43 0.092
H 5.18 0.30 -2.68 0.072
C -0.69 -3.37 -3.79 -0.048
C -1.45 -2.13 -3.56 -0.224
N -2.08 -1.15 -3.41 0.177
H -1.27 -4.06 -4.40 0.089
H -0.42 -3.91 -2.88 0.062
H 0.24 -3.04 -4.26 0.052
C 0.24 -3.05 2.46 -0.082
C 0.52 -1.89 3.23 -0.283
N 0.79 -0.97 3.90 0.163
H 0.81 -3.02 1.53 0.037
H -0.80 -3.08 2.15 0.065
H 0.39 -3.95 3.05 0.095
C -3.99 1.40 -3.70 -0.086
C -4.75 2.44 -4.44 -0.279
N -5.32 3.25 -5.01 0.128
H -3.16 0.92 -4.22 0.025
H -4.70 0.68 -3.29 0.049
H -3.54 1.84 -2.82 0.043
```

***

# 2
Computed, not measured: a structure of composition C36H37F3O3P2SW at a distorted geometry, with ωB97M-V/def2-TZVPD.

## Properties
⟨S²⟩   2.021
Electronic energy   -3066.41215 Ha
ΔE to the lowest compared entry with this formula, charge and spin   2.538 eV
Multiplicity   3
E_LUMO (spin up / spin down)   -0.2997 / -0.3437 Ha
Total charge   +2
Gap between HOMO and LUMO (spin up / spin down)   5.07 / 3.87 eV
HOMO (spin up / spin down)   -13.231 / -13.221 eV

```
83
Properties=species:S:1:pos:R:3:lowdin_charge:R:1
W -0.06 0.65 -2.08 1.579
C -1.75 1.17 -3.10 -0.276
C -1.74 -0.26 -2.83 -0.313
C -1.23 -1.25 -3.83 -0.179
C 0.17 -0.93 -4.43 -0.160
C 1.09 -0.11 -3.56 -0.302
C 1.13 1.36 -3.60 -0.282
C 0.19 2.21 -4.41 -0.170
C -1.29 1.75 -4.41 -0.160
C 0.87 0.56 2.01 -0.204
H -2.44 1.75 -2.48 0.122
H -2.45 -0.58 -2.07 0.108
H -1.96 -1.39 -4.64 0.137
H -1.21 -2.24 -3.33 0.105
H 0.66 -1.91 -4.56 0.134
H 0.06 -0.50 -5.44 0.129
H 2.02 -0.60 -3.28 0.122
H 2.11 1.83 -3.47 0.093
H 0.56 2.26 -5.45 0.145
H 0.20 3.25 -4.04 0.128
H -1.93 2.63 -4.62 0.140
H -1.48 1.07 -5.26 0.127
H 0.07 1.18 1.56 0.045
H 1.30 1.16 2.82 0.094
H 0.43 -0.34 2.47 0.018
P -1.13 -0.87 0.71 1.242
P 2.12 0.16 0.80 1.030
C -0.06 -1.04 -0.78 -0.454
C 1.33 -0.49 -0.74 -0.377
C -2.18 -2.38 0.88 -0.325
C -2.49 -3.26 -0.17 -0.083
C -3.43 -4.28 0.02 -0.046
C -4.01 -4.48 1.28 -0.018
C -3.59 -3.72 2.37 -0.012
C -2.65 -2.71 2.17 -0.051
C -2.10 0.61 0.19 -0.365
C -1.60 1.93 0.02 -0.153
C -2.49 2.99 0.30 -0.030
C -3.85 2.76 0.43 -0.007
C -4.36 1.46 0.29 -0.013
C -3.50 0.38 0.18 -0.063
C 3.51 -0.91 1.27 -0.297
C 3.26 -2.17 1.85 -0.067
C 4.32 -3.07 2.06 -0.042
C 5.63 -2.71 1.72 -0.027
C 5.88 -1.45 1.16 -0.043
C 4.83 -0.55 0.94 -0.065
C 2.68 1.79 0.25 -0.335
C 2.76 2.85 1.16 -0.053
C 3.01 4.14 0.70 -0.030
C 3.13 4.39 -0.67 -0.029
C 3.04 3.34 -1.58 -0.056
C 2.93 2.02 -1.11 -0.116
H -0.14 -2.02 -1.28 0.090
H 2.07 -1.12 -1.26 0.094
H -2.00 -3.14 -1.14 0.087
H -3.72 -4.91 -0.83 0.123
H -4.77 -5.25 1.42 0.127
H -3.99 -3.89 3.38 0.136
H -2.27 -2.15 3.02 0.058
H -0.56 2.17 -0.36 0.095
H -2.09 4.00 0.43 0.133
H -4.55 3.58 0.64 0.135
H -5.43 1.27 0.31 0.131
H -3.89 -0.65 0.12 0.122
H 2.24 -2.44 2.12 0.113
H 4.12 -4.05 2.49 0.123
H 6.45 -3.41 1.87 0.127
H 6.90 -1.17 0.88 0.123
H 5.02 0.43 0.51 0.109
H 2.63 2.66 2.23 0.118
H 3.09 4.95 1.42 0.127
H 3.30 5.40 -1.03 0.125
H 3.07 3.52 -2.65 0.115
H 3.00 1.17 -1.80 0.096
F -1.78 0.24 7.53 0.124
C -1.14 -0.33 6.47 -0.597
F 0.05 0.31 6.29 0.093
F -0.88 -1.63 6.77 0.103
S -2.15 -0.25 4.90 0.505
O -1.21 -0.80 3.92 -0.398
O -3.30 -1.13 5.17 -0.313
O -2.44 1.17 4.78 -0.321
```